{
  "formula": "C30H20Cl2MnN7O3",
  "method": "ωB97M-V/def2-TZVPD",
  "symbols": ["Mn", "Cl", "C", "C", "C", "N", "C", "O", "C", "C", "C", "C", "C", "N", "C", "C", "C", "Cl", "N", "C", "O", "C", "C", "C", "C", "C", "N", "H", "H", "H", "H", "H", "H", "H", "H", "H", "H", "O", "C", "N", "C", "C", "C", "C", "C", "C", "N", "C", "C", "C", "C", "C", "N", "H", "H", "H", "H", "H", "H", "H", "H", "H", "H"],
  "coordinates": [[0.06245, -0.27476, 0.08113], [2.81615, -1.24156, 6.20954], [2.40606, -1.41788, 4.53130], [1.72910, -0.38267, 3.90226], [1.37539, -0.48437, 2.55889], [0.66718, 0.45995, 1.80805], [0.67531, 1.75667, 2.18473], [1.37264, 2.23676, 3.08791], [-0.22651, 2.69733, 1.45232], [-0.05050, 4.04681, 1.70705], [-0.95887, 5.01174, 1.30463], [-2.15251, 4.56232, 0.69167], [-2.31097, 3.24906, 0.40605], [-1.33715, 2.28933, 0.68445], [1.71366, -1.67554, 1.85628], [2.41282, -2.69559, 2.49732], [2.75414, -2.56575, 3.83399], [3.60985, -3.86187, 4.61268], [1.23635, -1.69328, 0.55485], [1.62295, -2.57892, -0.38885], [2.47877, -3.46419, -0.30048], [0.84122, -2.36927, -1.63526], [1.07889, -3.12671, -2.77180], [0.30926, -2.93260, -3.90140], [-0.70476, -1.97879, -3.84917], [-0.87520, -1.24943, -2.69030], [-0.12123, -1.41239, -1.59442], [1.48460, 0.50555, 4.45929], [0.81816, 4.30375, 2.29666], [-0.78271, 6.06335, 1.48154], [-2.95533, 5.24714, 0.45159], [-3.19200, 2.87695, -0.09580], [2.68382, -3.58028, 1.94490], [1.87587, -3.85690, -2.72385], [0.47476, -3.50841, -4.80273], [-1.35065, -1.80303, -4.69846], [-1.66070, -0.50366, -2.63027], [-3.06868, 1.10282, -1.72439], [-2.39845, 0.68773, -0.76472], [-1.09646, 1.35279, -0.42517], [-0.52184, 2.09680, -1.56726], [0.77263, 1.48637, -2.03258], [1.25487, 1.70233, -3.30722], [2.49157, 1.17848, -3.66772], [3.19874, 0.46320, -2.71386], [2.63541, 0.26189, -1.46998], [1.42861, 0.73488, -1.12935], [-2.68144, -0.38897, 0.10704], [-3.98481, -0.92537, 0.25284], [-4.21581, -1.88125, 1.19845], [-3.13930, -2.33012, 2.00428], [-1.88444, -1.82740, 1.76977], [-1.62580, -0.90667, 0.82980], [-0.32037, 3.12167, -1.24541], [-1.25538, 2.14604, -2.37395], [0.66608, 2.27488, -4.01242], [2.88529, 1.33218, -4.66338], [4.17614, 0.05538, -2.93339], [3.15352, -0.30449, -0.70660], [-4.76583, -0.53399, -0.38554], [-5.20945, -2.28688, 1.34258], [-3.28822, -3.07527, 2.77286], [-1.02690, -2.18591, 2.32904]],
  "atomic_forces_ev_per_a": [[-2.1, 0.7, -0.2], [0.0, 0.0, 0.1], [0.0, -0.2, -0.2], [0.0, 0.0, 0.0], [0.2, -0.2, -0.1], [-0.1, 0.8, 0.6], [0.3, -0.9, 0.0], [0.0, 0.3, 0.1], [0.0, 0.2, -0.2], [0.0, -0.1, 0.0], [-0.1, 0.1, -0.1], [0.1, 0.0, 0.0], [-0.2, 0.0, -0.2], [0.0, 0.0, 0.3], [0.1, 0.2, 0.4], [-0.1, 0.1, -0.2], [-0.1, 0.2, 0.1], [0.1, -0.1, 0.0], [0.7, -1.1, -0.6], [0.0, 0.5, 1.4], [0.1, -0.2, -0.3], [-0.5, 0.2, -0.6], [0.2, -0.1, 0.3], [-0.4, 0.3, -0.1], [0.3, -0.4, -0.2], [-0.3, 0.2, 0.2], [0.1, -0.4, -0.4], [0.0, 0.0, 0.0], [0.0, -0.1, 0.0], [0.0, 0.0, 0.1], [0.0, 0.0, 0.0], [0.0, 0.0, 0.0], [0.0, 0.0, 0.0], [0.0, 0.0, 0.0], [0.0, 0.0, 0.0], [0.0, 0.0, 0.0], [0.1, 0.0, -0.1], [0.2, -0.3, 0.3], [0.4, 0.6, -0.3], [-0.1, 0.3, 0.0], [0.0, 0.0, -0.1], [-0.1, -0.1, 0.5], [0.3, 0.1, -0.3], [-0.2, 0.0, 0.3], [0.2, 0.1, -0.3], [-0.1, 0.2, 0.3], [0.4, -0.1, -0.6], [0.0, -0.7, 0.5], [0.1, 0.1, -0.1], [0.0, 0.0, 0.1], [0.1, 0.2, -0.2], [-0.2, -0.3, 0.6], [0.6, 0.3, -1.0], [0.0, 0.0, 0.0], [0.0, 0.0, 0.0], [0.0, 0.0, 0.0], [0.0, 0.0, 0.0], [0.0, 0.0, 0.0], [-0.1, -0.1, 0.0], [0.0, 0.0, 0.0], [0.0, 0.0, 0.0], [0.0, 0.0, 0.0], [0.0, 0.1, 0.0]],
  "multiplicity": 2,
  "homo_lumo_gap_ev": [5.035, 4.658],
  "total_charge": -1,
  "e_above_lowest_kcal_mol": 102.1
}